[1]
The following is a DFT calculation (ωB97M-V with the def2-TZVPD basis set) of an isolated ion of composition C9H15O2 and charge -1 in a non-equilibrium geometry.

Calculated values
SMILES: C/C(=C\CC(=O)[O-])C(C)(C)C
Total energy (eV): -13670.5493
Charge: -1
Relative energy (zero: lowest compared OMol25 entry of this formula, charge and spin) (kJ/mol): 30.0

Geometry (Å):
H (2.11558, -0.07258, -1.33179)
H (-0.32524, -1.95123, 2.29976)
C (-1.01971, 0.40509, -0.60107)
O (-3.01936, 1.38665, -3.78682)
C (0.64142, -0.58504, 1.04308)
C (1.39509, 0.69820, -1.07529)
C (-3.10677, 1.11278, -2.60138)
H (-1.52115, -0.77007, 1.73314)
C (1.19832, 0.33844, 2.06317)
C (0.24373, 0.17505, -0.20801)
O (-4.01718, 0.91353, -1.88756)
H (2.11343, 0.85640, 1.68561)
H (2.51564, -1.34491, 0.22063)
H (1.44169, -0.13181, 3.02097)
H (2.20519, -1.93702, 1.77479)
H (1.99426, 1.48980, -0.58695)
H (0.83214, 1.19456, -1.92082)
H (1.38439, -2.76811, 0.51632)
H (0.39509, 1.13495, 2.47076)
C (1.69196, -1.62169, 0.81829)
H (-1.48698, 2.27044, -1.26731)
H (-0.81870, 1.20724, -2.53828)
H (-1.89466, 0.00819, -0.18535)
C (-0.60753, -1.32630, 1.44521)
C (-1.51929, 1.27778, -1.75009)
H (-0.83136, -1.96031, 0.64899)

Charge distribution, Löwdin scheme, values in e:
1 H 0.055
2 H 0.083
3 C -0.075
4 O -0.063
5 C -0.636
6 C -0.053
7 C -0.760
8 H 0.097
9 C -0.082
10 C -0.255
11 O -0.010
12 H 0.087
13 H 0.040
14 H 0.066
15 H 0.084
16 H 0.071
17 H 0.072
18 H 0.139
19 H 0.134
20 C -0.090
21 H 0.097
22 H 0.035
23 H 0.077
24 C -0.086
25 C -0.090
26 H 0.064


[2]
The following is a DFT calculation (ωB97M-V with the def2-TZVPD basis set) of a 9-piece molecular cluster, C54H114B3F12N6O3 overall in a non-equilibrium geometry.

Calculated values
Total energy (eV): -107546.9066
Charge: +3

Geometry (Å):
C (27.03218, 17.05309, -3.94451)
H (23.48337, 0.78384, -6.68341)
H (21.60659, -1.46096, -18.31113)
H (15.37606, 14.03527, -13.25288)
C (15.39403, 15.19065, -18.96437)
C (27.37586, 13.65744, -18.51717)
H (17.47788, 12.35658, -15.93059)
H (15.83689, 17.48305, -17.05040)
C (29.60511, 12.22317, -20.47867)
C (27.70388, 16.38126, -1.10406)
C (27.28346, 16.69641, 0.26912)
C (28.19502, 12.76260, -20.83302)
H (20.01291, 2.86505, -17.26989)
H (20.07311, 2.48632, -9.70291)
N (26.50322, 15.85438, -1.87532)
H (25.19731, -0.44069, -5.57680)
C (21.57794, 7.00540, -8.34134)
H (17.43286, 17.06031, -15.24180)
C (27.23754, 14.47413, -3.91802)
H (25.06621, 12.49593, -20.64016)
H (22.67497, 8.61773, -13.11723)
C (24.88119, 15.59044, -3.77528)
H (16.04501, 11.63421, -15.31163)
C (17.06788, 14.98856, -15.09719)
H (23.64570, -3.38701, -17.07101)
H (22.03921, -0.71649, -14.60111)
H (30.73091, 13.60792, -21.60559)
H (20.85033, -1.11912, -15.85641)
F (24.30956, 1.46301, -11.35003)
F (21.65079, 15.37718, -9.44704)
H (22.82049, 2.43593, -16.05910)
H (25.50312, 9.63801, -10.86189)
H (15.52858, 16.03744, -19.63736)
H (25.64318, 13.95856, -17.07204)
C (16.59784, 16.37233, -15.37425)
H (24.05192, 7.11997, -8.36576)
H (28.62209, 14.31335, -0.79368)
C (26.88798, 11.29882, -19.23911)
C (14.95145, 14.01661, -14.25661)
C (21.89592, -1.21019, -15.56227)
H (14.30112, 14.85675, -14.50017)
H (23.69134, 11.24947, -10.63167)
H (24.73466, -0.88237, -7.92060)
H (14.33859, 13.12034, -14.16072)
N (15.41005, 13.94353, -16.69518)
F (21.88717, 9.70284, -0.85210)
H (13.02851, 15.18706, -17.38759)
F (24.75341, 3.08234, -9.77129)
H (27.40166, 18.42135, -1.74604)
C (25.66099, 13.31565, -20.23715)
H (18.31928, 2.56479, -9.97150)
H (20.74128, -0.87947, -5.02331)
H (27.32484, 14.57253, -5.00005)
H (21.93340, -3.61901, -17.58494)
F (23.66619, 16.25802, -9.82508)
H (13.73284, 16.08891, -15.92662)
C (25.06220, 14.24290, -19.15560)
C (23.45122, 9.05854, -11.21429)
H (21.64452, 3.17846, -18.89776)
H (21.98093, 10.50634, -8.86027)
C (26.10015, 14.30977, -17.99720)
H (22.53278, -1.34916, -8.67942)
H (32.40061, 11.99891, -20.40546)
H (24.53604, 0.18998, -17.52574)
H (24.13365, 13.76081, -18.84982)
H (20.89897, 4.77486, -18.42526)
C (31.92817, 11.80073, -21.36756)
C (21.60856, 9.59318, -8.39597)
H (27.77399, 12.22855, -21.68486)
C (23.19119, -0.03985, -6.03207)
F (22.89688, 10.17478, -2.72359)
H (22.98205, -3.05528, -15.00803)
H (26.83593, 13.52145, -3.57275)
H (26.70085, 10.60902, -20.06207)
H (22.53643, 1.10616, -18.23391)
C (28.87062, 15.33570, -1.07854)
H (22.89946, 0.37404, -5.06683)
F (22.16894, 15.99745, -11.50807)
O (21.24182, 8.01436, -11.10684)
C (13.78694, 15.86230, -16.99144)
C (24.13907, -0.24457, -16.60831)
H (27.95581, 13.11092, -17.77348)
C (15.21057, 15.34459, -17.40020)
H (17.43925, 14.98231, -14.07242)
C (16.22795, 16.48909, -16.83313)
H (28.45553, 18.59478, -3.70935)
H (25.95893, 11.30983, -18.66916)
H (20.69754, 3.75708, -16.05483)
H (26.45135, 17.37318, 0.46317)
C (22.25014, 8.28797, -8.83407)
H (19.14119, 1.53902, -10.94446)
H (25.68684, 8.98591, -8.53297)
C (28.33375, 17.59881, -3.28354)
H (25.94968, 13.94474, -21.07916)
H (21.44136, 7.01159, -7.25996)
O (25.73678, 14.91296, -1.18858)
F (20.79045, 9.32231, -2.78972)
B (22.37686, 16.28051, -10.18008)
H (24.15334, -1.79217, -5.17918)
B (24.48295, 2.82235, -11.16216)
C (22.81883, -1.69761, -7.68701)
H (15.70797, 16.69895, -14.83614)
C (24.69985, 9.11511, -8.97710)
H (20.55024, 6.85722, -8.67296)
C (24.73783, 8.94399, -10.51439)
H (21.91482, -2.22126, -5.30675)
F (21.13986, 11.45744, -2.12737)
H (22.43207, -2.71131, -7.58251)
H (24.26933, 16.02389, -2.98418)
H (29.19007, 18.05839, -1.39518)
N (22.65101, -0.52976, -16.77387)
H (24.35547, 8.86077, -13.19890)
H (20.97985, 0.63741, -17.72300)
H (22.07384, 10.74731, -11.04555)
C (21.14797, 0.37129, -7.45553)
C (16.70023, 12.49521, -15.17949)
C (30.56438, 12.53134, -21.64186)
F (21.96944, 17.54600, -9.81293)
H (28.06729, 17.32420, 0.69289)
F (25.48586, 3.35382, -11.92856)
H (17.16829, 16.45030, -17.38300)
H (24.77317, 15.25565, -19.43653)
H (24.27297, 0.42266, -15.75685)
C (23.12589, 10.56788, -11.26715)
O (14.51520, 12.95588, -17.06294)
C (24.32128, -0.99871, -5.90741)
H (23.75350, 8.36099, -7.18969)
H (13.64142, 16.74841, -17.60927)
C (23.71230, 8.15012, -8.25830)
C (24.29390, -1.58798, -7.21635)
H (23.87698, 7.30631, -12.60752)
C (28.23904, 17.72669, -1.81185)
C (19.99189, -0.24247, -8.29215)
H (29.99728, 12.70515, -19.58313)
C (20.99976, 3.17177, -16.92326)
H (24.51876, 10.15561, -8.70754)
H (18.07110, 0.20020, -9.09840)
C (19.18025, 1.89861, -9.91624)
H (24.64341, -1.18785, -16.39870)
H (29.78544, 15.67213, -0.59066)
F (23.26069, 3.34657, -11.43914)
N (22.37775, 8.31021, -10.38746)
N (27.05267, 12.75020, -19.73019)
H (29.20640, 16.99937, -3.54289)
H (17.18415, 12.48691, -14.20283)
H (18.68290, 1.32395, -7.89204)
H (32.58098, 12.09888, -22.18794)
H (21.74635, 9.64285, -7.31585)
C (21.55094, 3.95111, -18.13463)
H (25.26488, 7.99360, -10.59855)
C (21.87160, 1.99428, -16.36350)
H (23.26503, -1.55776, -18.65860)
C (26.44652, 15.73012, -3.42044)
H (20.37527, -2.22435, -6.17337)
C (22.18189, -2.69169, -15.65274)
H (22.17405, 6.13565, -8.61754)
C (21.99119, 0.78792, -17.34535)
C (23.59737, 8.35978, -12.59689)
H (24.47698, 16.04748, -4.67851)
H (20.52593, 9.61386, -8.52085)
H (19.42051, -0.93776, -7.67719)
H (24.89479, -2.49057, -7.32751)
H (22.45118, 4.42033, -17.73776)
H (16.18195, 14.45526, -19.12717)
H (27.98105, 14.46237, -18.93425)
H (29.17976, 15.06236, -2.08741)
C (15.98233, 13.85966, -15.30608)
B (21.66201, 10.20096, -2.11716)
H (24.65810, 14.53294, -3.91672)
H (27.34242, 16.91857, -4.98073)
H (28.30601, 14.49076, -3.70305)
H (17.98721, 14.71987, -15.61749)
C (22.64519, -2.95509, -17.09437)
H (21.42898, 1.68834, -15.41557)
H (28.22226, 13.80405, -21.15357)
H (20.83119, 1.00880, -6.63011)
H (29.99789, 12.42728, -22.56727)
C (22.56544, -1.64777, -17.82761)
H (29.56521, 11.13729, -20.39284)
H (21.84191, 0.88260, -8.12269)
H (21.40700, -3.39960, -15.35863)
H (23.22701, 11.05496, -12.23702)
H (27.16481, 15.82070, 0.90721)
C (18.94025, 0.78975, -8.80665)
H (27.74122, 10.98914, -18.63565)
H (31.67805, 10.74472, -21.46943)
H (26.24077, 17.80131, -3.98887)
H (26.23490, 15.37964, -17.83812)
N (21.99221, -0.74652, -6.75711)
H (14.55186, 14.63903, -19.38219)
H (20.31668, -0.77095, -9.18844)
C (21.14840, -1.58429, -5.74828)

Results of the Löwdin charge analysis, in e, for atoms 1 through 99:
1 C -0.116
2 H 0.140
3 H 0.129
4 H 0.126
5 C -0.008
6 C -0.088
7 H 0.091
8 H 0.131
9 C -0.201
10 C -0.430
11 C -0.050
12 C -0.100
13 H 0.099
14 H 0.064
15 N 0.143
16 H 0.147
17 C -0.017
18 H 0.139
19 C 0.011
20 H 0.130
21 H 0.080
22 C 0.013
23 H 0.091
24 C -0.130
25 H 0.122
26 H 0.139
27 H 0.107
28 H 0.134
29 F 0.089
30 F 0.106
31 H 0.112
32 H 0.140
33 H 0.103
34 H 0.118
35 C -0.188
36 H 0.121
37 H 0.104
38 C 0.019
39 C -0.003
40 C -0.048
41 H 0.082
42 H 0.105
43 H 0.131
44 H 0.108
45 N 0.142
46 F 0.106
47 H 0.098
48 F 0.029
49 H 0.130
50 C -0.061
51 H 0.064
52 H 0.109
53 H 0.106
54 H 0.127
55 F 0.148
56 H 0.080
57 C -0.133
58 C -0.436
59 H 0.069
60 H 0.085
61 C -0.136
62 H 0.121
63 H 0.081
64 H 0.111
65 H 0.108
66 H 0.075
67 C -0.071
68 C 0.018
69 H 0.132
70 C -0.104
71 F 0.090
72 H 0.116
73 H 0.105
74 H 0.107
75 H 0.123
76 C 0.012
77 H 0.141
78 F 0.104
79 O 0.156
80 C 0.007
81 C 0.036
82 H 0.133
83 C -0.335
84 H 0.140
85 C -0.122
86 H 0.127
87 H 0.104
88 H 0.106
89 H 0.108
90 C -0.414
91 H 0.059
92 H 0.122
93 C -0.191
94 H 0.121
95 H 0.115
96 O 0.187
97 F 0.061
98 B -1.463
99 H 0.126


[3]
The following is a DFT calculation (ωB97M-V with the def2-TZVPD basis set) of CAlO3 as an isolated structure in a non-equilibrium geometry.

Calculated values
Total energy (eV): -13764.6088
Charge: +1
Relative energy (zero: lowest compared OMol25 entry of this formula, charge and spin) (kJ/mol): 0.0

Geometry (Å):
Al (-1.25176, -0.27674, -1.68059)
O (1.98415, 0.29791, 1.29223)
O (-1.87058, -0.26588, -0.10508)
C (0.93916, 0.19647, 0.71137)
O (0.19904, 0.04824, -0.21792)

Charge distribution, Löwdin scheme, values in e:
1 Al 1.069
2 O 0.288
3 O -0.218
4 C -0.173
5 O 0.034


[4]
The following is a DFT calculation (ωB97M-V with the def2-TZVPD basis set) of one molecule with the formula C26H32N6O4 in a non-equilibrium geometry.

Calculated values
SMILES: COc1ccc2[nH]c(=O)c([C@@H](c3nnnn3C(C)(C)C)N(Cc3ccco3)C[C@@H]3CCCO3)cc2c1
Total energy (eV): -44610.7032
Relative energy (zero: lowest compared OMol25 entry of this formula, charge and spin) (kJ/mol): 285.2

Geometry (Å):
H (-2.45254, -5.38292, -0.18570)
H (3.87054, -2.89682, 0.91401)
H (-1.01906, -4.26006, 2.92907)
H (3.44562, -3.89444, 2.33076)
H (5.23692, -1.84369, 2.62984)
H (-1.78005, -5.87916, 1.37292)
C (-1.08384, -3.38785, 2.28384)
H (3.30430, -0.17374, -2.98899)
H (-1.13138, 5.50419, 1.62908)
H (-3.19682, -4.82111, 1.30711)
H (0.50055, -4.98317, 0.70389)
H (-3.58306, 6.01077, -4.33408)
H (-4.03988, 4.48866, -3.52954)
H (3.97540, -2.08028, 3.85448)
C (3.47092, -0.55723, 2.39693)
H (3.36073, 0.13092, 3.23126)
C (2.75174, 1.98575, -2.97876)
C (-0.60381, -0.66532, 0.45064)
N (-0.77273, 2.86546, 1.70081)
C (-1.69409, -1.48444, -0.15665)
C (-1.93109, 5.67391, -0.34061)
H (4.02993, -0.05467, 1.60662)
H (1.28646, 3.58367, -2.46638)
C (-1.31928, -3.84697, 0.84239)
H (-2.05150, 6.74476, -0.30466)
C (-2.31464, 5.00617, -1.51659)
H (3.58580, 2.47665, -3.43652)
H (-2.39883, 4.68663, -4.20765)
H (-1.76969, 0.98226, -1.45558)
C (1.85889, -0.47862, 0.44892)
N (0.66752, -0.99384, -0.20376)
C (2.60377, 0.59759, -2.74082)
C (3.44068, -2.88138, 1.92685)
C (-1.65249, 2.91514, -0.51315)
H (2.70049, -0.78585, -0.17873)
H (1.86212, 0.62234, 0.51255)
N (-1.97052, -2.79857, 0.06345)
H (-1.90611, -2.76802, 2.63600)
O (2.10213, -2.44193, 1.89196)
C (-2.24928, -5.06201, 0.83181)
C (-0.93012, 0.81560, 0.47410)
N (-3.02376, -3.09719, -0.69819)
N (-2.57554, -1.04128, -1.03022)
H (-0.14799, -2.84520, 2.37125)
C (-1.46218, 1.50171, -0.56257)
C (-2.17443, 3.63469, -1.59552)
C (1.38584, 0.43412, -2.14451)
C (1.61648, 2.56438, -2.50631)
C (-1.42087, 4.98197, 0.72904)
C (0.00461, -4.18676, 0.15690)
H (0.65413, -3.31543, 0.14834)
C (2.09588, -1.02090, 1.86642)
C (-1.27453, 3.59423, 0.65597)
C (-3.22522, 5.19831, -3.70392)
H (-2.45476, 3.08303, -2.47805)
H (-0.31016, -0.84607, -2.03746)
O (-2.80332, 5.80393, -2.50518)
C (4.16365, -1.86025, 2.80371)
N (-3.36770, -2.05740, -1.33061)
H (1.29424, -0.68675, 2.53050)
C (-0.58323, 1.50512, 1.71340)
H (-0.48950, -0.97208, 1.49378)
H (1.26551, -1.66038, -2.07292)
H (-0.17218, -4.51850, -0.86461)
O (0.78729, 1.63571, -2.00292)
H (-0.53520, 3.34889, 2.55930)
C (0.71128, -0.81052, -1.65488)
O (-0.16200, 0.96425, 2.72815)

Charge distribution, Löwdin scheme, values in e:
1 H 0.074
2 H 0.123
3 H 0.089
4 H 0.123
5 H 0.109
6 H 0.086
7 C -0.009
8 H 0.111
9 H 0.114
10 H 0.086
11 H 0.092
12 H 0.093
13 H 0.098
14 H 0.113
15 C -0.113
16 H 0.115
17 C -0.057
18 C -0.171
19 N 0.175
20 C -0.217
21 C 0.009
22 H 0.113
23 H 0.121
24 C -0.529
25 H 0.120
26 C -0.274
27 H 0.099
28 H 0.095
29 H 0.107
30 C -0.114
31 N -0.091
32 C -0.029
33 C -0.198
34 C -0.136
35 H 0.133
36 H 0.143
37 N 0.011
38 H 0.098
39 O -0.128
40 C -0.055
41 C -0.054
42 N 0.044
43 N 0.067
44 H 0.060
45 C 0.037
46 C 0.043
47 C -0.270
48 C -0.108
49 C -0.005
50 C -0.018
51 H 0.055
52 C -0.302
53 C -0.183
54 C -0.086
55 H 0.117
56 H 0.122
57 O -0.087
58 C -0.146
59 N -0.026
60 H 0.121
61 C -0.406
62 H 0.125
63 H 0.137
64 H 0.090
65 O 0.023
66 H 0.165
67 C -0.082
68 O 0.040